C30H39IrN6O5S2 as an isolated structure at a distorted geometry. Source: the Open Molecules 2025 dataset; level of theory: ωB97M-V/def2-TZVPD.

```
83
Properties=species:S:1:pos:R:3:lowdin_spin:R:1
Ir 0.971 -1.490 0.685 1.3668
O 2.154 -2.492 -2.636 0.0074
C 2.111 -3.115 -1.572 0.0168
O 2.218 -2.623 -0.328 0.1507
C 1.828 -4.641 -1.403 0.0052
C 2.786 -5.518 -0.538 0.0003
C 2.741 -6.985 -1.050 0.0001
C 1.408 -7.432 -0.543 0.0002
C 0.881 -6.195 0.196 0.0001
O 2.104 -5.628 0.772 0.0002
C 0.433 -5.152 -0.876 0.0024
C -0.598 -4.096 -0.307 0.0075
O -1.790 -4.439 -0.507 0.0119
O -0.239 -3.011 0.347 0.0620
H 1.987 -5.015 -2.400 0.0009
H 3.800 -5.120 -0.384 0.0000
H 3.585 -7.549 -0.662 0.0000
H 2.859 -7.074 -2.165 0.0000
H 1.491 -8.203 0.253 0.0000
H 0.631 -7.699 -1.274 0.0000
H 0.089 -6.464 0.832 0.0000
H -0.159 -5.638 -1.679 0.0003
S 1.573 -1.327 2.865 0.4831
C 2.297 0.170 2.727 0.1399
N 2.240 1.145 3.688 0.3929
N 3.096 2.109 3.403 0.2510
C 2.875 3.387 3.764 -0.0098
C 1.713 3.772 4.542 0.0626
C 1.340 5.081 4.584 -0.0032
C 2.168 6.074 4.109 0.0728
C 3.378 5.751 3.533 -0.0045
C 3.740 4.449 3.320 0.0644
N 2.716 0.630 1.521 0.2708
N 2.117 0.096 0.533 0.3972
C 2.193 0.989 -0.676 0.0220
C 1.694 2.304 -0.613 0.0185
C 2.292 3.347 -1.389 -0.0006
C 3.319 3.040 -2.280 0.0098
C 3.718 1.703 -2.443 -0.0026
C 3.125 0.661 -1.659 0.0149
H 3.765 1.858 2.595 0.0031
H 1.060 3.029 5.024 0.0047
H 0.360 5.357 5.044 -0.0018
H 1.824 7.161 4.245 0.0032
H 4.023 6.562 3.177 -0.0019
H 4.593 4.216 2.631 0.0026
H 0.853 2.471 0.059 0.0003
H 1.996 4.365 -1.181 0.0001
H 3.958 3.824 -2.745 0.0006
H 4.503 1.404 -3.165 -0.0003
H 3.457 -0.350 -1.885 0.0006
C -3.915 5.287 1.132 0.0001
C -3.891 3.849 1.791 0.0000
C -3.386 2.654 0.975 0.0011
C -1.942 2.663 0.387 0.0012
N -1.699 1.527 -0.512 0.0077
C -1.540 0.247 -0.086 0.0286
S -0.811 -0.089 1.442 0.1022
N -1.855 -0.747 -0.942 0.0269
C -2.722 -0.658 -2.157 0.0018
C -3.392 -1.961 -2.501 0.0003
C -4.274 -1.930 -3.773 0.0001
C -5.538 -1.029 -3.796 0.0000
H -4.153 5.983 1.920 0.0000
H -4.724 5.366 0.412 0.0000
H -2.985 5.568 0.618 0.0000
H -4.871 3.639 2.240 0.0000
H -3.246 3.955 2.707 0.0000
H -4.182 2.362 0.248 0.0001
H -3.336 1.773 1.714 0.0009
H -1.347 2.577 1.299 0.0006
H -1.769 3.626 -0.072 0.0001
H -2.196 1.577 -1.381 0.0006
H -1.585 -1.645 -0.527 0.0036
H -2.039 -0.437 -2.934 0.0006
H -3.496 0.134 -2.143 0.0005
H -4.045 -2.305 -1.653 0.0001
H -2.529 -2.645 -2.562 0.0000
H -4.692 -2.947 -3.988 0.0000
H -3.600 -1.661 -4.643 0.0000
H -6.196 -1.363 -2.973 0.0000
H -6.046 -1.093 -4.738 0.0000
H -5.279 0.024 -3.595 0.0000
```

Summary:
ΔE to the lowest compared entry with this formula, charge and spin = 2.978 eV
orbital gap (alpha / beta) = 6.922 / 6.212 eV
expectation value of S² = 6.041
multiplicity = 5